Formula: C45H37BF4N2O4P2S2Sc
Source: the Open Molecules 2025 dataset
Level of theory: ωB97M-V/def2-TZVPD

Results
- HOMO level: -4.6883 eV
- LUMO energy: 0.056 Ha
- Kohn-Sham gap: 6.2 eV
- E: -130946.4327 eV
- Relative energy (zero: lowest compared OMol25 entry of this formula, charge and spin): 0.000 eV
- Charge: -1

CARTESIAN COORDINATES (ANGSTROEM)
Sc (1.124, 0.315, -0.308)
S (-2.011, 2.050, 0.290)
P (-2.009, 0.133, 0.827)
C (-0.739, -0.822, 0.228)
P (0.061, -2.103, 0.966)
S (1.980, -1.611, 1.396)
C (-0.729, -2.859, 2.431)
C (-0.238, -2.641, 3.712)
C (-0.875, -3.207, 4.808)
C (-2.002, -3.994, 4.631)
C (-2.499, -4.214, 3.352)
C (-1.863, -3.649, 2.258)
C (0.151, -3.547, -0.152)
C (0.783, -4.717, 0.263)
C (0.854, -5.809, -0.583)
C (0.304, -5.740, -1.859)
C (-0.314, -4.575, -2.282)
C (-0.392, -3.483, -1.426)
C (-2.095, 0.083, 2.657)
C (-3.063, -0.611, 3.374)
C (-3.052, -0.597, 4.764)
C (-2.070, 0.104, 5.446)
C (-1.092, 0.790, 4.733)
C (-1.105, 0.784, 3.348)
C (-3.632, -0.567, 0.326)
C (-4.811, 0.141, 0.551)
C (-6.031, -0.380, 0.149)
C (-6.087, -1.612, -0.495)
C (-4.918, -2.318, -0.732)
C (-3.696, -1.795, -0.319)
H (0.641, -2.022, 3.840)
H (-0.492, -3.022, 5.804)
H (-2.498, -4.434, 5.487)
H (-3.380, -4.827, 3.205)
H (-2.248, -3.831, 1.261)
H (1.229, -4.765, 1.251)
H (1.350, -6.715, -0.255)
H (0.374, -6.591, -2.525)
H (-0.716, -4.503, -3.284)
H (-0.852, -2.555, -1.744)
H (-3.828, -1.173, 2.853)
H (-3.809, -1.147, 5.311)
H (-2.061, 0.113, 6.529)
H (-0.316, 1.338, 5.254)
H (-0.352, 1.333, 2.794)
H (-4.758, 1.113, 1.026)
H (-6.941, 0.178, 0.330)
H (-7.040, -2.014, -0.815)
H (-4.950, -3.275, -1.239)
H (-2.774, -2.331, -0.508)
O (2.561, 2.773, 2.732)
C (2.436, 2.091, 1.729)
O (1.340, 1.711, 1.181)
C (3.675, 1.641, 0.972)
C (4.949, 1.954, 1.409)
C (6.028, 1.468, 0.689)
C (5.791, 0.691, -0.432)
C (4.482, 0.433, -0.809)
N (3.444, 0.909, -0.122)
H (5.054, 2.548, 2.306)
H (7.042, 1.681, 1.006)
H (6.604, 0.279, -1.015)
H (4.253, -0.168, -1.678)
C (2.267, 5.075, 0.571)
O (2.584, 5.515, -0.763)
C (2.933, 4.478, -1.599)
C (4.246, 4.066, -1.728)
C (4.558, 3.063, -2.637)
C (3.565, 2.482, -3.412)
C (2.247, 2.898, -3.291)
C (1.932, 3.887, -2.372)
N (0.651, 4.465, -2.217)
C (-0.574, 4.087, -2.543)
C (-1.135, 2.861, -2.893)
C (-2.461, 2.908, -3.430)
C (-3.138, 1.776, -3.735)
C (-2.517, 0.520, -3.502)
C (-1.281, 0.423, -2.946)
C (-0.568, 1.591, -2.545)
O (0.511, 1.523, -1.873)
H (3.152, 4.658, 1.051)
H (1.473, 4.326, 0.559)
H (1.938, 5.955, 1.119)
H (5.002, 4.536, -1.113)
H (5.582, 2.724, -2.731)
H (3.798, 1.676, -4.094)
H (1.483, 2.442, -3.901)
H (0.730, 5.401, -1.841)
H (-1.270, 4.920, -2.514)
H (-2.912, 3.880, -3.593)
H (-4.140, 1.821, -4.138)
H (-3.054, -0.389, -3.748)
H (-0.824, -0.533, -2.743)
F (3.590, -1.010, -3.503)
B (2.210, -1.109, -3.317)
F (1.733, -2.364, -3.602)
F (1.547, -0.113, -4.015)
F (1.972, -0.871, -1.855)

Formula: C45H37BrN2O20
Source: the Open Molecules 2025 dataset
Level of theory: ωB97M-V/def2-TZVPD

Results
- HOMO level: -9.3770 eV
- LUMO energy: -0.072 Ha
- Kohn-Sham gap: 7.4 eV
- E: -161234.4105 eV
- Charge: 0

CARTESIAN COORDINATES (ANGSTROEM)
N (5.073, -0.305, 0.322)
C (3.921, -0.173, 0.389)
C (2.424, -0.037, 0.275)
C (2.204, 1.312, -0.518)
C (1.214, 2.266, 0.210)
C (1.503, 3.764, -0.079)
Br (0.742, 4.115, -1.865)
C (1.861, -1.308, -0.477)
C (2.851, -2.427, -0.282)
N (3.679, -3.222, -0.143)
C (0.511, -1.819, 0.138)
C (-0.458, -0.602, 0.215)
C (-1.939, -0.970, 0.070)
C (-2.425, -1.983, -0.741)
C (-3.835, -2.184, -0.804)
C (-4.713, -1.389, -0.099)
C (-4.233, -0.373, 0.737)
C (-2.843, -0.187, 0.793)
H (2.065, 0.055, 1.308)
H (1.735, 1.031, -1.474)
H (3.173, 1.786, -0.720)
H (0.204, 2.100, -0.189)
H (1.221, 2.044, 1.289)
H (2.565, 4.016, -0.023)
H (0.890, 4.345, 0.619)
H (1.712, -1.158, -1.553)
H (0.096, -2.650, -0.443)
H (0.752, -2.225, 1.134)
H (-0.207, 0.065, -0.622)
H (-0.323, -0.133, 1.198)
H (-1.718, -2.578, -1.317)
H (-4.282, -2.947, -1.442)
H (-5.796, -1.503, -0.149)
H (-4.895, 0.271, 1.313)
H (-2.448, 0.614, 1.422)
O (-8.364, 4.164, -0.717)
C (-7.150, 4.091, -0.736)
C (-6.327, 4.775, -1.727)
C (-4.995, 4.642, -1.706)
O (-4.207, 5.253, -2.593)
C (-4.309, 3.795, -0.679)
O (-3.099, 3.691, -0.710)
C (-5.130, 3.130, 0.326)
C (-6.459, 3.266, 0.307)
O (-7.244, 2.674, 1.214)
H (-6.835, 5.381, -2.464)
H (-3.296, 4.993, -2.360)
H (-4.619, 2.536, 1.072)
H (-8.156, 2.928, 0.978)
O (6.571, 0.714, 7.221)
C (5.796, 0.929, 6.310)
C (4.547, 1.662, 6.487)
C (3.726, 1.853, 5.450)
O (2.575, 2.521, 5.576)
C (4.051, 1.327, 4.083)
O (3.259, 1.514, 3.173)
C (5.307, 0.617, 3.900)
C (6.132, 0.428, 4.938)
O (7.291, -0.215, 4.811)
H (4.324, 2.034, 7.477)
H (2.167, 2.519, 4.691)
H (5.537, 0.258, 2.905)
H (7.691, -0.218, 5.700)
O (-1.986, 4.743, 7.073)
C (-2.442, 4.140, 6.122)
C (-3.816, 4.301, 5.661)
C (-4.265, 3.596, 4.615)
O (-5.515, 3.718, 4.163)
C (-3.383, 2.624, 3.891)
O (-3.839, 1.992, 2.956)
C (-2.005, 2.481, 4.336)
C (-1.555, 3.187, 5.378)
O (-0.297, 3.082, 5.809)
H (-4.441, 5.003, 6.194)
H (-5.588, 3.105, 3.408)
H (-1.376, 1.789, 3.793)
H (-0.224, 3.691, 6.570)
O (-3.729, -3.304, -8.190)
C (-3.499, -3.522, -7.016)
C (-2.210, -4.001, -6.534)
C (-2.024, -4.238, -5.231)
O (-0.857, -4.675, -4.751)
C (-3.119, -4.028, -4.229)
O (-2.899, -4.277, -3.058)
C (-4.400, -3.527, -4.707)
C (-4.586, -3.286, -6.011)
O (-5.743, -2.826, -6.486)
H (-1.429, -4.151, -7.266)
H (-0.986, -4.769, -3.789)
H (-5.177, -3.363, -3.974)
H (-5.616, -2.740, -7.450)
O (6.517, -3.942, -6.294)
C (6.770, -4.229, -5.138)
C (8.020, -4.860, -4.733)
C (8.235, -5.167, -3.449)
O (9.366, -5.743, -3.038)
C (7.212, -4.880, -2.390)
O (7.454, -5.197, -1.243)
C (5.972, -4.227, -2.794)
C (5.760, -3.918, -4.077)
O (4.637, -3.317, -4.487)
H (8.748, -5.064, -5.505)
H (9.266, -5.857, -2.074)
H (5.248, -4.008, -2.020)
H (4.735, -3.209, -5.451)

Formula: C45H37BrN2O3PdS3SbSe
Source: the Open Molecules 2025 dataset
Level of theory: ωB97M-V/def2-TZVPD

Results
- HOMO level (spin up / spin down): -11.0670 / -11.2999 eV
- LUMO energy (spin up / spin down): -0.073 / -0.221 Ha
- Kohn-Sham gap (spin up / spin down): 9.1 / 5.3 eV
- E: -234290.4620 eV
- Relative energy (zero: lowest compared OMol25 entry of this formula, charge and spin): 0.021 eV
- 2S+1: 5
- Charge: +1

CARTESIAN COORDINATES (ANGSTROEM)
Pd (-0.015, 0.195, -0.824)
O (0.006, 1.872, 0.566)
C (-0.437, 3.179, 0.182)
C (0.672, 3.809, -0.648)
C (1.464, 4.872, -0.330)
C (2.404, 5.181, -1.356)
C (2.313, 4.339, -2.420)
S (1.071, 3.180, -2.209)
C (-0.623, 3.929, 1.502)
C (-1.503, 4.919, 1.812)
C (-1.384, 5.347, 3.169)
C (-0.432, 4.657, 3.853)
S (0.331, 3.487, 2.870)
C (-1.742, 3.166, -0.606)
C (-2.177, 4.084, -1.515)
C (-3.510, 3.836, -1.961)
C (-4.053, 2.737, -1.377)
S (-2.973, 2.008, -0.273)
H (1.378, 5.417, 0.603)
H (3.111, 5.999, -1.298)
H (2.893, 4.343, -3.333)
H (-2.199, 5.345, 1.099)
H (-1.988, 6.131, 3.608)
H (-0.133, 4.772, 4.887)
H (-1.559, 4.900, -1.872)
H (-4.025, 4.450, -2.690)
H (-5.037, 2.312, -1.528)
C (0.678, -5.137, 1.312)
C (-0.784, -4.824, 1.108)
C (-1.672, -5.902, 1.081)
C (-3.035, -5.741, 0.881)
C (-3.560, -4.472, 0.691)
C (-2.709, -3.381, 0.719)
C (-1.335, -3.545, 0.937)
Sb (-0.384, -1.640, 1.098)
C (1.708, -1.961, 1.384)
C (2.274, -1.593, 2.605)
C (3.647, -1.682, 2.794)
C (4.452, -2.122, 1.754)
C (3.886, -2.487, 0.536)
C (2.512, -2.419, 0.326)
C (1.932, -2.864, -0.995)
C (-1.041, -0.914, 2.989)
C (-1.394, 0.431, 3.039)
C (-1.903, 0.988, 4.202)
C (-2.065, 0.182, 5.319)
C (-1.703, -1.158, 5.269)
C (-1.186, -1.739, 4.113)
C (-0.794, -3.197, 4.129)
H (0.785, -6.056, 1.888)
H (1.211, -4.351, 1.833)
H (1.174, -5.299, 0.351)
H (-1.269, -6.899, 1.231)
H (-3.684, -6.607, 0.875)
H (-4.622, -4.331, 0.526)
H (-3.121, -2.388, 0.569)
H (1.640, -1.230, 3.409)
H (4.082, -1.407, 3.748)
H (5.525, -2.193, 1.891)
H (4.525, -2.837, -0.268)
H (2.667, -3.421, -1.574)
H (1.622, -2.020, -1.602)
H (1.058, -3.505, -0.855)
H (-1.255, 1.060, 2.176)
H (-2.171, 2.039, 4.226)
H (-2.463, 0.598, 6.236)
H (-1.821, -1.780, 6.150)
H (-0.613, -3.532, 5.149)
H (0.114, -3.373, 3.546)
H (-1.586, -3.821, 3.707)
Br (-4.456, 2.750, -6.007)
C (-3.327, 1.263, -5.747)
C (-3.100, 0.357, -6.773)
N (-2.301, -0.699, -6.620)
C (-1.701, -0.883, -5.447)
C (-1.886, -0.027, -4.371)
C (-2.716, 1.073, -4.525)
C (-1.207, -0.228, -3.064)
O (0.067, -0.176, -3.002)
O (-1.889, -0.392, -2.020)
H (-3.570, 0.481, -7.742)
H (-1.051, -1.751, -5.368)
H (-2.880, 1.768, -3.709)
Se (2.458, 0.958, -0.012)
C (3.689, 0.661, -1.411)
C (3.277, 0.174, -2.651)
C (4.259, -0.148, -3.576)
N (5.566, 0.013, -3.343)
C (5.939, 0.529, -2.170)
C (5.042, 0.872, -1.168)
H (2.228, 0.071, -2.891)
H (3.991, -0.554, -4.546)
H (7.005, 0.669, -2.023)
H (5.384, 1.282, -0.224)

Formula: C45H37N2OP2S3Zr
Source: the Open Molecules 2025 dataset
Level of theory: ωB97M-V/def2-TZVPD

Results
- HOMO level: -15.6252 eV
- LUMO energy: -0.348 Ha
- Kohn-Sham gap: 6.2 eV
- E: -104634.6533 eV
- Relative energy (zero: lowest compared OMol25 entry of this formula, charge and spin): 0.468 eV
- Charge: +3

CARTESIAN COORDINATES (ANGSTROEM)
Zr (0.405, 0.249, -0.217)
C (-0.006, -3.746, 2.266)
N (-0.494, -2.484, 1.664)
P (0.025, -0.943, 2.142)
C (0.952, -1.009, 3.649)
C (2.318, -1.297, 3.553)
C (3.070, -1.415, 4.710)
C (2.461, -1.241, 5.947)
C (1.105, -0.949, 6.042)
C (0.341, -0.830, 4.893)
C (-1.471, 0.046, 2.259)
C (-2.735, -0.438, 2.593)
C (-3.835, 0.395, 2.484)
C (-3.691, 1.702, 2.019)
C (-2.442, 2.188, 1.668)
C (-1.334, 1.354, 1.784)
P (-0.754, -2.281, -0.028)
C (-2.523, -2.116, -0.278)
C (-3.446, -2.957, 0.347)
C (-4.801, -2.741, 0.165)
C (-5.243, -1.685, -0.626)
C (-4.331, -0.838, -1.240)
C (-2.973, -1.057, -1.062)
C (-0.050, -3.671, -0.887)
C (-0.849, -4.745, -1.289)
C (-0.255, -5.839, -1.896)
C (1.118, -5.860, -2.105)
C (1.913, -4.792, -1.707)
C (1.333, -3.693, -1.095)
H (-0.079, -3.670, 3.348)
H (1.026, -3.959, 1.984)
H (-0.641, -4.564, 1.936)
H (2.786, -1.435, 2.582)
H (4.126, -1.640, 4.651)
H (3.051, -1.333, 6.849)
H (0.647, -0.813, 7.012)
H (-0.713, -0.594, 4.966)
H (-2.854, -1.462, 2.925)
H (-4.815, 0.031, 2.764)
H (-4.560, 2.341, 1.940)
H (-2.327, 3.210, 1.331)
H (-0.336, 1.795, 1.644)
H (-3.113, -3.768, 0.982)
H (-5.518, -3.399, 0.638)
H (-6.304, -1.526, -0.764)
H (-4.679, -0.019, -1.855)
H (-2.260, -0.397, -1.561)
H (-1.922, -4.727, -1.140)
H (-0.865, -6.676, -2.208)
H (1.573, -6.717, -2.585)
H (2.981, -4.815, -1.877)
H (1.959, -2.866, -0.772)
O (2.239, -0.275, -0.323)
C (2.823, 0.848, -1.067)
C (2.054, 0.828, -2.389)
C (1.112, -0.131, -2.733)
C (0.480, 0.148, -3.979)
C (0.961, 1.288, -4.544)
S (2.174, 2.028, -3.586)
C (2.433, 2.056, -0.198)
C (2.216, 1.974, 1.169)
C (1.951, 3.241, 1.756)
C (1.998, 4.246, 0.838)
S (2.343, 3.679, -0.733)
C (4.295, 0.707, -1.229)
C (5.275, 1.383, -0.555)
C (6.574, 0.967, -0.939)
C (6.544, -0.010, -1.886)
S (4.954, -0.433, -2.335)
H (1.048, -1.114, -2.257)
H (-0.248, -0.497, -4.448)
H (0.703, 1.719, -5.499)
H (2.375, 1.069, 1.743)
H (1.773, 3.396, 2.811)
H (1.860, 5.303, 1.005)
H (5.084, 2.150, 0.183)
H (7.486, 1.378, -0.535)
H (7.382, -0.504, -2.355)
N (-0.634, 1.958, -1.222)
C (-1.143, 2.866, -1.722)
C (-1.764, 3.974, -2.343)
C (-2.200, 3.847, -3.668)
C (-2.807, 4.935, -4.267)
C (-2.967, 6.119, -3.554)
C (-2.528, 6.237, -2.239)
C (-1.921, 5.163, -1.618)
H (-2.066, 2.918, -4.205)
H (-3.156, 4.864, -5.287)
H (-3.443, 6.965, -4.033)
H (-2.660, 7.167, -1.704)
H (-1.571, 5.238, -0.597)

Formula: C45H37N3O5PPtS
Source: the Open Molecules 2025 dataset
Level of theory: ωB97M-V/def2-TZVPD

Results
- HOMO level: -10.4634 eV
- LUMO energy: -0.151 Ha
- Kohn-Sham gap: 6.4 eV
- E: -85338.1249 eV
- Relative energy (zero: lowest compared OMol25 entry of this formula, charge and spin): 0.000 eV
- Charge: +1

CARTESIAN COORDINATES (ANGSTROEM)
Pt (0.460, 0.484, -1.102)
C (2.789, -2.963, -2.847)
O (1.598, -2.414, -2.293)
C (0.951, -3.151, -1.370)
C (1.423, -4.356, -0.855)
C (0.629, -5.095, 0.010)
C (-0.637, -4.660, 0.363)
C (-1.103, -3.454, -0.132)
C (-0.307, -2.689, -0.964)
N (-0.741, -1.406, -1.434)
N (-1.978, -1.416, -1.653)
C (-2.689, -0.292, -2.011)
C (-2.195, 0.982, -2.202)
O (-0.909, 1.307, -2.219)
C (-3.080, 2.071, -2.438)
C (-4.420, 1.860, -2.499)
C (-4.975, 0.559, -2.355)
C (-6.364, 0.349, -2.469)
C (-6.884, -0.913, -2.368)
C (-6.022, -2.002, -2.154)
C (-4.669, -1.823, -2.033)
C (-4.112, -0.532, -2.127)
H (2.593, -3.953, -3.263)
H (3.571, -3.032, -2.084)
H (3.092, -2.281, -3.631)
H (2.391, -4.728, -1.147)
H (1.007, -6.031, 0.396)
H (-1.255, -5.248, 1.024)
H (-2.081, -3.086, 0.144)
H (-2.640, 3.050, -2.554)
H (-5.096, 2.690, -2.656)
H (-7.010, 1.199, -2.642)
H (-7.947, -1.075, -2.463)
H (-6.433, -3.001, -2.093)
H (-4.020, -2.671, -1.876)
C (-1.179, 1.493, 3.983)
C (-0.633, 0.156, 3.560)
C (-0.644, -0.852, 4.520)
C (-0.181, -2.128, 4.252)
C (0.323, -2.432, 3.001)
C (0.353, -1.453, 2.023)
C (-0.125, -0.174, 2.284)
P (-0.083, 1.105, 1.010)
C (-1.641, 2.004, 1.008)
C (-1.592, 3.396, 0.921)
C (-2.754, 4.138, 0.847)
C (-3.978, 3.483, 0.856)
C (-4.026, 2.104, 0.951)
C (-2.871, 1.334, 1.032)
C (-3.014, -0.146, 1.230)
C (1.345, 2.168, 1.397)
C (2.002, 2.228, 2.613)
C (3.251, 2.841, 2.662)
C (3.850, 3.329, 1.509)
C (3.212, 3.238, 0.273)
C (1.950, 2.675, 0.227)
C (1.113, 2.452, -0.981)
H (-1.070, 1.598, 5.061)
H (-2.241, 1.578, 3.747)
H (-0.683, 2.344, 3.524)
H (-1.026, -0.620, 5.505)
H (-0.205, -2.880, 5.029)
H (0.697, -3.420, 2.778)
H (0.765, -1.693, 1.059)
H (-0.636, 3.905, 0.935)
H (-2.705, 5.215, 0.784)
H (-4.896, 4.048, 0.798)
H (-4.985, 1.600, 0.970)
H (-3.942, -0.497, 0.782)
H (-3.037, -0.387, 2.296)
H (-2.197, -0.725, 0.800)
H (1.593, 1.773, 3.504)
H (3.774, 2.900, 3.606)
H (4.836, 3.769, 1.563)
H (3.696, 3.579, -0.632)
H (1.571, 2.654, -1.944)
H (0.184, 3.016, -0.873)
O (4.217, 2.181, -3.241)
S (4.094, 0.772, -3.022)
O (4.122, -0.115, -4.143)
N (2.773, 0.496, -2.072)
C (3.071, -0.034, -0.927)
O (2.109, -0.300, -0.117)
C (4.515, -0.233, -0.668)
C (5.161, -0.765, 0.434)
C (6.549, -0.822, 0.399)
C (7.258, -0.356, -0.702)
C (6.607, 0.176, -1.813)
C (5.231, 0.224, -1.767)
H (4.599, -1.115, 1.288)
H (7.091, -1.235, 1.239)
H (8.338, -0.409, -0.696)
H (7.158, 0.539, -2.668)